DFT (wB97M-V/def2-TZVPD) results for 6 unconnected molecules or ions with the total composition C34H75ClN4O2 in a non-equilibrium geometry.

Computed properties:
- Lowest unoccupied orbital energy: -4.3256 eV
- Spin multiplicity: 1
- Net charge: +2
- Kohn-Sham gap: 5.22 eV

Each atom is followed by the atoms it is bonded to, with distances in Å.
Cartesian coordinates (Å):
1 C 7.323 17.372 11.056  C2 1.535, H10 1.090, H11 1.090, H12 1.090
2 C 8.185 18.090 12.104  C1 1.535, C3 1.559, H13 1.090, H14 1.090
3 C 8.738 17.051 13.126  C2 1.559, N4 1.574, H15 1.090, H16 1.090
4 N 9.693 17.690 14.203  C3 1.574, C5 1.508, C6 1.566, C9 1.543
5 C 10.853 18.389 13.540  N4 1.508, H17 1.090, H18 1.090, H19 1.090
6 C 10.246 16.639 15.222  N4 1.566, C7 1.494, H20 1.090, H21 1.090
7 C 9.676 17.086 16.529  C6 1.494, C8 1.556, H22 1.090, H23 1.090
8 C 9.323 18.601 16.487  C7 1.556, C9 1.539, H24 1.090, H25 1.090
9 C 8.894 18.731 15.014  N4 1.543, C8 1.539, H26 1.090, H27 1.090
10 H 6.331 17.149 11.450  C1 1.090
11 H 7.810 16.490 10.641  C1 1.090
12 H 7.121 17.998 10.186  C1 1.090
13 H 7.492 18.820 12.521  C2 1.090
14 H 8.978 18.633 11.589  C2 1.090
15 H 9.383 16.259 12.745  C3 1.090
16 H 7.913 16.581 13.661  C3 1.090
17 H 10.620 19.351 13.082  C5 1.090
18 H 11.194 17.597 12.874  C5 1.090
19 H 11.613 18.674 14.267  C5 1.090
20 H 11.333 16.571 15.170  C6 1.090
21 H 9.891 15.663 14.890  C6 1.090
22 H 10.318 16.815 17.367  C7 1.090
23 H 8.771 16.528 16.770  C7 1.090
24 H 10.159 19.231 16.789  C8 1.090
25 H 8.476 18.707 17.165  C8 1.090
26 H 9.038 19.741 14.629  C9 1.090
27 H 7.831 18.506 14.940  C9 1.090
28 C 18.026 7.931 10.598  C29 1.546, H37 1.090, H38 1.090, H39 1.090
29 C 17.454 9.348 10.365  C28 1.546, C30 1.551, H40 1.090, H41 1.090
30 C 17.246 10.139 11.683  C29 1.551, N31 1.591, H42 1.090, H43 1.090
31 N 16.464 11.482 11.343  C30 1.591, C32 1.606, C33 1.530, C36 1.564
32 C 17.360 12.299 10.289  N31 1.606, H44 1.090, H45 1.090, H46 1.090
33 C 16.221 12.270 12.631  N31 1.530, C34 1.548, H47 1.090, H48 1.090
34 C 14.799 12.864 12.492  C33 1.548, C35 1.500, H49 1.090, H50 1.090
35 C 14.339 12.517 11.107  C34 1.500, C36 1.507, H51 1.090, H52 1.090
36 C 15.069 11.274 10.667  N31 1.564, C35 1.507, H53 1.090, H54 1.090
37 H 18.994 8.022 11.089  C28 1.090
38 H 18.233 7.444 9.645  C28 1.090
39 H 17.259 7.340 11.098  C28 1.090
40 H 16.583 9.302 9.710  C29 1.090
41 H 18.196 9.815 9.717  C29 1.090
42 H 18.050 10.481 12.334  C30 1.090
43 H 16.640 9.615 12.422  C30 1.090
44 H 17.362 11.762 9.340  C32 1.090
45 H 18.375 12.332 10.685  C32 1.090
46 H 16.785 13.219 10.184  C32 1.090
47 H 16.827 13.176 12.650  C33 1.090
48 H 16.272 11.699 13.557  C33 1.090
49 H 14.751 13.953 12.532  C34 1.090
50 H 14.198 12.421 13.286  C34 1.090
51 H 14.516 13.342 10.417  C35 1.090
52 H 13.269 12.312 11.056  C35 1.090
53 H 15.156 11.218 9.581  C36 1.090
54 H 14.662 10.315 10.987  C36 1.090
55 C 16.394 16.234 11.527  C56 1.574, H64 1.090, H65 1.090, H66 1.090
56 C 16.155 17.707 11.025  C55 1.574, C57 1.568, H67 1.090, H68 1.090
57 C 15.566 17.669 9.573  C56 1.568, N58 1.574, H69 1.090, H70 1.090
58 N 14.857 19.006 9.141  C57 1.574, C59 1.537, C60 1.569, C63 1.588
59 C 14.437 18.944 7.664  N58 1.537, H71 1.090, H72 1.090, H73 1.090
60 C 15.713 20.320 9.205  N58 1.569, C61 1.495, H74 1.090, H75 1.090
61 C 15.434 20.969 10.522  C60 1.495, C62 1.561, H76 1.090, H77 1.090
62 C 13.903 20.718 10.690  C61 1.561, C63 1.593, H78 1.090, H79 1.090
63 C 13.620 19.264 10.102  N58 1.588, C62 1.593, H80 1.090, H81 1.090
64 H 17.337 15.798 11.199  C55 1.090
65 H 15.642 15.593 11.067  C55 1.090
66 H 16.365 16.110 12.610  C55 1.090
67 H 17.124 18.207 11.012  C56 1.090
68 H 15.518 18.135 11.799  C56 1.090
69 H 14.794 16.904 9.491  C57 1.090
70 H 16.351 17.398 8.867  C57 1.090
71 H 15.293 18.886 6.992  C59 1.090
72 H 13.833 19.815 7.410  C59 1.090
73 H 13.850 18.029 7.583  C59 1.090
74 H 15.661 21.034 8.384  C60 1.090
75 H 16.747 20.004 9.068  C60 1.090
76 H 15.723 22.020 10.511  C61 1.090
77 H 16.018 20.510 11.320  C61 1.090
78 H 13.324 21.494 10.190  C62 1.090
79 H 13.713 20.678 11.763  C62 1.090
80 H 12.739 19.255 9.460  C63 1.090
81 H 13.657 18.557 10.930  C63 1.090
82 C 9.142 13.021 12.405  C83 1.511, H91 1.090, H92 1.090, H93 1.090
83 C 8.886 13.314 10.945  C82 1.511, C84 1.576, H94 1.090, H95 1.090
84 C 10.185 13.096 10.079  C83 1.576, N85 1.544, H96 1.090, H97 1.090
85 N 9.997 13.617 8.638  C84 1.544, C86 1.514, C87 1.517, C90 1.520
86 C 8.922 12.829 7.919  N85 1.514, H98 1.090, H99 1.090, H100 1.090
87 C 11.267 13.563 7.809  N85 1.517, C88 1.568, H101 1.090, H102 1.090
88 C 10.998 14.581 6.647  C87 1.568, C89 1.543, H103 1.090, H104 1.090
89 C 10.353 15.774 7.383  C88 1.543, C90 1.572, H105 1.090, H106 1.090
90 C 9.668 15.100 8.628  N85 1.520, C89 1.572, H107 1.090, H108 1.090
91 H 8.566 13.607 13.122  C82 1.090
92 H 10.203 13.209 12.571  C82 1.090
93 H 8.904 11.968 12.551  C82 1.090
94 H 8.588 14.362 10.923  C83 1.090
95 H 8.055 12.734 10.543  C83 1.090
96 H 10.242 12.009 10.015  C84 1.090
97 H 11.117 13.500 10.475  C84 1.090
98 H 8.001 12.950 8.489  C86 1.090
99 H 9.218 11.785 7.820  C86 1.090
100 H 8.671 13.311 6.974  C86 1.090
101 H 11.408 12.588 7.342  C87 1.090
102 H 12.192 13.862 8.302  C87 1.090
103 H 10.341 14.206 5.863  C88 1.090
104 H 11.951 14.915 6.237  C88 1.090
105 H 9.609 16.347 6.830  C89 1.090
106 H 11.099 16.543 7.589  C89 1.090
107 H 8.587 15.197 8.732  C90 1.090
108 H 9.998 15.652 9.508  C90 1.090
109 Cl 12.636 15.945 11.153  no bonds
110 C 14.083 16.767 15.179  C111 1.579, H114 1.090, H115 1.090, H116 1.090
111 C 13.677 17.211 16.639  C110 1.579, O112 1.250, O113 1.221
112 O 13.755 16.401 17.588  C111 1.250
113 O 13.041 18.250 16.723  C111 1.221
114 H 15.075 16.316 15.183  C110 1.090
115 H 14.002 17.606 14.488  C110 1.090
116 H 13.348 16.032 14.854  C110 1.090